No. 1
This record from the OMol25 dataset describes a structure of composition C26H34BBeBr6Cl2F3NNaO13. The level of theory is ωB97M-V with the def2-TZVPD basis set.

CARTESIAN COORDINATES (ANGSTROEM)
C 1.807 -0.323 -0.557
C 1.521 -0.870 -1.917
Br 0.012 -2.018 -2.005
C 2.316 -0.554 -2.987
Br 1.872 -1.287 -4.679
C 3.586 0.240 -2.973
C 3.850 1.311 -2.088
C 5.044 2.020 -2.084
C 6.013 1.655 -2.997
C 5.770 0.612 -3.880
C 4.588 -0.095 -3.893
C 6.993 0.449 -4.725
O 7.110 -0.164 -5.741
N 8.045 1.226 -4.101
C 7.379 2.185 -3.249
O 7.850 3.224 -2.891
H 1.285 0.650 -0.488
H 2.860 -0.131 -0.368
H 1.366 -0.903 0.253
H 3.118 1.600 -1.347
H 5.224 2.824 -1.381
H 4.470 -0.886 -4.618
H 8.663 0.590 -3.609
Be 1.053 1.602 -2.328
C -3.349 5.226 0.206
O -3.791 3.983 -0.282
C -2.910 3.358 -1.203
C -2.687 1.891 -0.908
O -1.960 1.616 0.279
C -2.588 1.836 1.529
C -3.752 0.929 1.859
O -4.889 1.235 1.077
C -5.636 0.090 0.659
H -3.609 6.041 -0.480
H -3.846 5.404 1.161
H -2.268 5.234 0.377
H -1.944 3.875 -1.222
H -3.357 3.431 -2.203
H -2.056 1.504 -1.715
H -3.619 1.327 -0.950
H -2.874 2.885 1.642
H -1.810 1.635 2.271
H -3.996 1.085 2.920
H -3.462 -0.117 1.726
H -4.989 -0.751 0.398
H -6.208 0.376 -0.223
H -6.324 -0.217 1.448
C 5.619 -3.054 2.972
C 5.951 -2.156 1.813
C 4.993 -1.006 1.575
O 5.127 -0.810 0.142
C 5.487 -1.973 -0.368
O 5.476 -2.171 -1.582
O 5.832 -2.860 0.538
H 6.367 -3.838 3.076
H 5.592 -2.476 3.895
H 4.654 -3.538 2.823
H 6.978 -1.795 1.885
H 5.255 -0.096 2.105
H 3.955 -1.269 1.785
Cl -8.752 1.470 1.365
C -7.703 2.841 1.750
C -8.419 3.667 2.779
Cl -9.903 4.427 2.064
H -7.467 3.390 0.841
H -6.769 2.463 2.166
H -7.803 4.473 3.174
H -8.741 3.028 3.597
Br 6.748 -3.872 -2.191
B -11.112 -1.910 3.041
O -10.669 -2.622 4.279
C -9.354 -2.691 4.312
O -8.686 -3.185 5.178
C -8.807 -1.992 3.046
O -7.646 -1.847 2.768
O -9.831 -1.564 2.341
F -11.795 -0.735 3.374
F -11.898 -2.723 2.252
C 11.341 -4.477 -1.570
Br 11.909 -3.495 -3.116
Br 9.487 -4.079 -1.148
Br 11.615 -6.363 -1.768
H 11.940 -4.145 -0.733
Na -11.521 4.666 4.209
O 4.572 -7.022 -1.426
H 5.137 -6.537 -0.818
H 4.350 -6.384 -2.111
F -1.801 -3.120 -1.909

Atomic forces in eV per Å
-0.1 0.3 0.4
0.7 -0.2 -0.3
-0.8 -0.1 0.3
-0.1 0.8 0.3
-0.1 0.0 0.0
0.3 -0.1 -0.1
-0.1 -0.3 0.0
0.2 0.1 -0.2
-0.4 -0.1 -0.1
0.1 0.3 0.0
0.2 0.3 -0.2
-0.1 -0.1 0.3
0.2 -0.3 0.1
-0.7 0.1 -0.3
0.2 -0.3 0.2
0.1 -0.2 0.3
0.0 0.1 0.4
0.0 -0.1 0.0
-0.1 -0.3 -0.2
0.0 0.0 0.0
-0.1 0.0 0.0
-0.1 -0.1 0.1
0.5 0.4 -0.2
-0.2 -0.3 -0.5
-0.1 0.0 -0.1
0.2 -0.1 0.2
-0.2 0.1 -0.2
-0.1 -0.2 -0.1
0.2 0.0 -0.1
0.0 0.1 0.1
-0.2 0.1 0.0
0.2 -0.1 -0.3
-0.2 0.1 0.2
0.1 0.0 0.0
0.0 0.0 0.0
0.0 0.0 0.0
0.0 0.0 0.1
0.1 0.0 -0.1
0.0 0.0 0.0
-0.1 0.1 0.1
-0.1 0.0 0.0
0.0 0.0 0.0
0.1 -0.1 0.1
0.0 0.0 0.0
0.1 0.1 0.0
0.0 0.0 0.0
0.0 -0.2 -0.1
-0.1 -0.3 -0.2
-0.1 0.1 0.4
0.0 0.0 0.1
0.0 0.1 0.1
-0.1 -0.1 0.0
-0.2 0.0 0.0
0.2 0.0 0.0
0.0 0.0 0.0
0.0 0.0 0.0
-0.1 0.1 0.0
0.0 0.0 -0.1
0.1 0.1 -0.2
0.0 -0.1 0.0
0.0 -0.3 -0.2
-0.1 -0.2 0.0
0.5 0.1 0.3
-0.2 0.2 0.2
-0.1 0.1 0.0
0.0 0.0 0.0
-0.1 0.1 -0.2
-0.1 0.0 0.0
-0.6 0.2 -0.1
-0.2 0.0 -0.1
0.1 0.1 -0.1
-0.1 -0.1 0.2
0.0 0.0 0.0
0.1 0.1 -0.2
0.0 0.0 0.1
0.0 0.0 0.1
0.1 0.1 0.1
0.0 0.0 0.0
0.0 0.0 0.1
0.0 0.0 0.0
0.7 -0.2 0.0
0.0 0.0 0.0
0.0 0.0 0.0
0.1 -0.2 -0.2
0.0 0.0 0.0
0.0 0.0 0.0
0.0 0.0 0.0
0.3 0.1 -0.1

Values from the calculation:
- HOMO-LUMO gap (Ha) = 0.076
- HOMO energy (eV) = -7.18
- E_LUMO (Ha) = -0.1874
- E_tot (hartree) = -18909.77901
- energy above the lowest of the compared OMol25 structures with the same formula, charge and spin (kJ/mol) = 0.0

No. 2
This record from the OMol25 dataset describes a structure of composition C26H34BaN7OP at a distorted geometry. The level of theory is ωB97M-V with the def2-TZVPD basis set.

CARTESIAN COORDINATES (ANGSTROEM)
Ba -0.697 -0.268 -0.728
N 0.074 -1.257 2.164
C -0.907 -2.137 2.679
C -1.335 -2.018 3.998
C -2.303 -2.867 4.501
C -2.866 -3.839 3.687
C -2.481 -3.945 2.364
C -1.488 -3.110 1.845
P -1.152 -3.078 0.064
C 0.428 -3.924 -0.262
C 1.308 -4.326 0.737
C 2.521 -4.904 0.394
C 2.860 -5.074 -0.938
C 1.981 -4.679 -1.938
C 0.771 -4.104 -1.603
C -2.373 -4.175 -0.710
C -3.449 -3.672 -1.435
C -4.325 -4.547 -2.057
C -4.124 -5.917 -1.960
C -3.061 -6.418 -1.221
C -2.186 -5.554 -0.592
H 0.375 -0.602 2.885
H 0.880 -1.768 1.812
H -0.887 -1.267 4.635
H -2.614 -2.776 5.531
H -3.604 -4.514 4.088
H -2.936 -4.694 1.733
H 1.035 -4.217 1.779
H 3.206 -5.207 1.170
H 3.812 -5.503 -1.203
H 2.249 -4.814 -2.974
H 0.074 -3.804 -2.383
H -3.588 -2.594 -1.514
H -5.155 -4.157 -2.626
H -4.792 -6.592 -2.472
H -2.910 -7.482 -1.142
H -1.352 -5.937 -0.018
C 3.073 -1.064 -1.830
N 4.487 -1.018 -2.115
C 5.215 -0.816 -0.865
N 4.808 0.429 -0.224
C 3.390 0.375 0.047
N 2.581 0.182 -1.186
C 2.927 1.309 -2.095
N 4.339 1.364 -2.382
C 4.753 0.112 -3.004
C 5.086 1.532 -1.141
H 2.876 -1.907 -1.155
H 2.524 -1.215 -2.767
H 6.286 -0.783 -1.071
H 5.005 -1.652 -0.192
H 3.080 1.311 0.526
H 3.197 -0.467 0.724
H 2.623 2.246 -1.615
H 2.377 1.182 -3.035
H 5.821 0.155 -3.224
H 4.200 -0.028 -3.937
H 4.809 2.478 -0.671
H 6.153 1.548 -1.365
C -4.349 3.929 -1.833
N -3.238 3.055 -1.509
C -3.354 1.821 -1.010
N -4.587 1.336 -0.787
O -2.338 1.124 -0.783
H -3.970 4.896 -2.156
H -4.985 4.086 -0.960
H -4.949 3.504 -2.641
H -2.301 3.409 -1.636
H -5.410 1.890 -0.952
H -4.696 0.436 -0.348

Atomic forces in eV per Å
3.9 -1.2 0.0
0.2 0.6 -0.5
-0.6 -0.6 0.2
0.2 0.0 -0.2
0.0 -0.1 -0.1
0.0 0.0 0.1
0.3 0.0 0.1
-0.1 0.2 0.1
-0.5 -1.1 0.0
-0.1 0.2 0.1
-0.1 0.1 0.0
0.1 0.1 0.0
0.0 0.1 0.0
0.1 0.0 0.0
-0.1 0.2 0.0
0.4 -0.1 0.3
0.3 0.1 0.1
-0.1 0.0 0.0
0.0 0.2 0.0
0.0 -0.1 0.0
-0.2 0.1 -0.2
0.1 -0.2 -0.3
0.1 0.0 0.2
0.0 0.0 0.1
0.0 0.0 0.1
-0.1 -0.1 0.0
0.0 0.0 0.0
0.0 0.0 0.1
0.1 -0.1 0.1
0.1 -0.1 0.0
0.0 0.0 -0.1
0.1 -0.1 0.0
-0.1 -0.2 0.0
-0.1 0.0 -0.1
-0.1 -0.1 0.0
0.0 -0.1 0.0
0.0 -0.1 0.0
-0.1 -0.1 0.1
0.1 -0.4 -0.2
0.0 -0.1 0.1
0.2 0.1 0.4
-0.1 0.0 0.1
-0.5 0.0 0.1
-0.1 0.0 0.0
0.1 0.4 -0.3
0.0 -0.1 -0.1
-0.1 0.1 0.1
-0.1 0.1 -0.1
0.0 0.0 0.1
0.0 0.0 0.0
0.1 0.0 0.0
0.0 -0.1 0.0
0.0 0.1 0.0
0.0 -0.1 -0.1
0.0 0.0 0.1
-0.1 0.0 0.0
0.1 0.0 0.0
0.0 0.0 0.0
0.0 0.0 0.0
-0.4 0.0 0.0
0.4 -0.2 0.1
-1.7 1.3 -0.5
0.3 0.0 0.0
-1.5 1.3 0.2
0.0 -0.1 0.0
0.0 0.1 0.0
0.0 0.1 0.0
-0.1 -0.2 0.0
0.0 0.0 0.0
0.0 0.1 -0.1

Values from the calculation:
- HOMO-LUMO gap (Ha) = 0.278
- HOMO energy (eV) = -13.20
- E_LUMO (Ha) = -0.2071
- E_tot (hartree) = -1836.13459
- energy above the lowest of the compared OMol25 structures with the same formula, charge and spin (kJ/mol) = 113.0
- charge = +2

No. 3
This record from the OMol25 dataset describes a structure of composition C26H34CeCl3N2S2Si3 at a distorted geometry. The level of theory is ωB97M-V with the def2-TZVPD basis set.

CARTESIAN COORDINATES (ANGSTROEM)
Ce -0.415 0.159 0.426
C 3.444 -0.130 0.066
N 2.464 0.386 1.012
C 1.504 2.828 -0.074
C 0.238 3.639 0.239
N -1.021 2.891 0.032
C -1.484 3.052 -1.356
C -2.074 3.327 0.926
C -2.129 4.645 1.365
C -3.116 5.085 2.232
C -4.079 4.189 2.670
C -4.055 2.882 2.219
C -3.074 2.425 1.331
S -3.188 0.780 0.738
C 2.208 -0.446 2.101
C 2.835 -1.666 2.356
C 2.520 -2.402 3.488
C 1.550 -1.961 4.374
C 0.904 -0.756 4.134
C 1.239 0.005 3.025
S 0.563 1.600 2.718
H 4.438 -0.226 0.516
H 3.528 0.558 -0.770
H 3.124 -1.108 -0.311
H 1.258 1.979 -0.737
H 2.179 3.460 -0.648
H 0.224 4.551 -0.372
H 0.273 3.951 1.278
H -0.706 2.713 -2.043
H -1.715 4.105 -1.568
H -2.378 2.450 -1.523
H -1.373 5.349 1.039
H -3.125 6.116 2.566
H -4.845 4.508 3.368
H -4.802 2.172 2.551
H 3.588 -2.041 1.677
H 3.036 -3.338 3.667
H 1.300 -2.543 5.252
H 0.153 -0.389 4.822
C -2.001 -3.978 0.701
Si -0.516 -2.845 0.178
C 0.970 -3.959 0.728
C -0.451 -3.231 -1.749
C -0.448 -4.583 -2.117
C -0.375 -5.005 -3.435
C -0.303 -4.056 -4.445
C -0.305 -2.713 -4.104
C -0.377 -2.267 -2.778
Si -0.376 -0.329 -2.512
C -1.938 0.134 -3.576
C 1.050 0.226 -3.708
H -1.875 -5.011 0.365
H -2.939 -3.601 0.283
H -2.110 -3.996 1.790
H 0.814 -5.016 0.488
H 1.138 -3.879 1.803
H 1.887 -3.633 0.228
H -0.497 -5.345 -1.345
H -0.371 -6.064 -3.675
H -0.245 -4.355 -5.487
H -0.249 -1.979 -4.904
H -2.024 -0.488 -4.471
H -1.915 1.181 -3.897
H -2.848 -0.006 -2.984
H 0.869 -0.033 -4.756
H 1.992 -0.242 -3.403
H 1.201 1.310 -3.659
Cl 3.811 1.688 3.336
Si 2.538 2.229 1.494
Cl 4.470 2.740 0.452
Cl 2.426 4.306 2.372

Atomic forces in eV per Å
0.3 1.0 1.1
-0.1 -0.1 -0.1
-0.3 0.0 0.2
-0.2 0.0 0.4
0.2 -0.2 -0.1
-0.2 0.0 0.0
0.0 -0.2 -0.1
-0.2 -0.1 0.1
0.1 0.2 0.0
0.0 0.0 0.0
0.0 0.0 0.0
0.1 0.0 0.0
0.0 0.2 0.0
0.3 -0.5 -0.1
-0.1 -0.1 0.0
0.1 -0.1 0.0
0.0 0.1 -0.1
-0.1 0.0 0.1
0.0 -0.2 0.0
-0.3 0.1 -0.2
0.3 0.2 0.2
0.0 0.0 0.0
0.0 0.0 0.0
0.0 0.0 0.0
0.1 0.1 -0.1
0.1 -0.1 0.0
-0.1 0.1 0.1
0.0 0.0 0.0
0.0 0.0 0.0
0.0 0.0 0.0
0.0 0.0 0.0
0.0 0.0 0.0
0.0 0.0 0.0
0.0 0.0 0.0
0.0 0.0 0.0
0.0 0.0 0.0
0.0 0.0 0.0
0.0 0.0 0.0
0.0 0.1 0.0
0.0 0.3 0.1
0.1 -1.1 -0.7
-0.1 0.2 0.1
0.0 0.2 0.2
0.0 -0.2 0.0
0.0 0.0 0.0
0.0 0.1 0.0
0.0 0.0 -0.1
0.0 0.2 0.1
0.0 -0.5 -1.2
0.1 0.1 0.3
-0.1 0.0 0.3
0.1 0.0 0.0
0.0 0.0 0.0
0.0 0.0 0.0
-0.1 0.0 -0.1
0.0 0.0 0.0
0.0 0.0 0.0
0.0 0.0 0.0
0.0 0.0 0.0
0.0 0.0 0.0
0.0 0.0 0.0
0.1 0.0 0.0
0.0 0.0 0.0
0.0 0.0 0.0
-0.1 0.0 0.0
0.0 0.0 0.0
0.0 0.0 0.0
-0.1 0.0 -0.1
0.3 0.4 -0.2
0.0 -0.1 -0.1
0.0 0.1 0.0

Values from the calculation:
- HOMO-LUMO gap (alpha / beta) (Ha) = 0.245 / 0.244
- HOMO energy (alpha / beta) (eV) = -2.31 / -2.27
- E_LUMO (alpha / beta) (Ha) = 0.1602 / 0.1602
- E_tot (hartree) = -4641.52465
- multiplicity = 2
- expectation value of S² = 0.7512
- charge = -2